# 1
DFT (ωB97M-V with the def2-TZVPD basis set) results for a molecular structure, C6H10O3 in a non-equilibrium geometry.

Cartesian coordinates (Å):
O 0.228 0.524 0.861
O 2.533 -0.362 0.772
O 0.081 -2.603 -0.592
C 0.526 -1.471 -0.670
C -1.820 -0.678 0.271
C -0.551 -0.130 -0.321
C 1.416 -0.724 0.936
C -0.568 0.580 -1.515
C 0.757 1.860 0.733
H 0.987 -1.397 1.685
H -1.597 -1.430 1.028
H 1.704 1.839 0.192
H -2.406 0.124 0.717
H 0.024 2.466 0.208
H -2.393 -1.177 -0.509
H 0.913 2.232 1.743
H -1.404 0.449 -2.185
H 1.255 -1.170 -1.451
H 0.315 1.066 -1.902

Properties
Highest occupied orbital energy (alpha / beta) (eV): -7.634 / -7.933
Strongest force on any atom (Eh/bohr): 0.023
Total energy (Eh): -460.144262
Energy relative to the best compared isomer or geometry (same formula, charge and spin) (kcal per mole): 129.36
LUMO (alpha / beta) (eV): -0.6 / -0.5

The net atomic charges from natural (NBO), expressed in e, are: -0.49, -0.55, -0.59, 0.22, -0.64, 0.19, 0.52, -0.45, -0.27, 0.17, 0.23, 0.21, 0.22, 0.21, 0.24, 0.21, 0.22, 0.13, 0.21

# 2
DFT (ωB97M-V with the def2-TZVPD basis set) results for C4H5F5N2 in the gas phase in a non-equilibrium geometry.

Cartesian coordinates (Å):
F 0.034 -1.109 2.024
F 2.065 -0.871 -0.011
F -1.897 -1.923 1.736
F 1.555 -1.270 -2.170
F -0.380 -2.572 0.392
N -1.162 -0.579 0.079
N 0.980 0.750 -1.162
C 1.403 -0.493 -1.080
C -0.886 -1.497 1.027
C -1.071 0.803 0.211
C 0.378 1.418 -0.066
H -1.325 1.312 1.181
H 0.203 2.549 -0.351
H 0.954 1.278 0.831
H -1.706 1.259 -0.479
H 0.857 0.946 -2.163

Properties
Highest occupied orbital energy (alpha / beta) (eV): -8.169 / -8.168
Strongest force on any atom (Eh/bohr): 0.066
Total energy (Eh): -764.161349
Energy relative to the best compared isomer or geometry (same formula, charge and spin) (kcal per mole): 5.93
LUMO (alpha / beta) (eV): -0.5 / -0.5

The net atomic charges from natural (NBO), expressed in e, are: -0.40, -0.25, -0.33, -0.27, -0.35, -0.74, -0.54, 1.05, 1.04, -0.21, -0.26, 0.19, 0.22, 0.23, 0.18, 0.43